# CH5NO4P

2 unconnected molecules or ions with the total composition CH5NO4P at a distorted geometry (the ωB97M-V functional and the def2-TZVPD basis, the Open Molecules 2025 dataset).

Computed properties:
**E_HOMO (spin up / spin down)**: -4.2 / -4.2 eV
**Net charge**: -1

Last column: Löwdin charge in e.
Cartesian coordinates (Å):
H (2.703, 0.663, 0.953)  0.004
H (-1.265, -0.284, 1.264)  0.054
H (-0.872, -2.113, -0.318)  -0.172
N (-1.181, 1.214, -0.189)  0.079
H (-0.448, 1.539, -0.710)  0.034
O (1.987, 1.016, 0.466)  -0.216
H (-2.204, 1.259, -0.279)  0.131
O (0.892, -0.055, -1.574)  -0.352
P (1.052, -0.281, -0.103)  0.284
O (1.643, -1.469, 0.570)  -0.366
C (-0.692, 0.194, 0.539)  -0.107
O (-1.615, -1.683, -0.619)  -0.372



# C5H9NO

A molecular structure, C5H9NO at a distorted geometry (the ωB97M-V functional and the def2-TZVPD basis, the Open Molecules 2025 dataset).

Computed properties:
**E_HOMO**: -10.1 eV
**Net charge**: 0

Last column: Löwdin charge in e.
Cartesian coordinates (Å):
H (0.365, 1.730, 1.302)  0.081
H (1.660, 0.522, 1.467)  0.087
H (1.669, 1.665, 0.102)  0.085
C (0.218, 0.075, -0.085)  -0.574
O (-1.839, -0.981, -0.174)  -0.065
H (0.513, -1.595, -1.450)  0.084
H (-2.838, 0.705, -0.891)  0.138
C (-1.848, 0.303, -0.721)  -0.226
H (1.773, -1.439, -0.199)  0.086
C (-0.844, -0.615, 0.770)  -0.160
N (-0.727, 0.865, -0.925)  0.141
C (1.030, 1.058, 0.748)  -0.042
H (1.737, -0.313, -1.570)  0.084
H (-0.534, -1.473, 1.401)  0.149
H (-1.445, 0.377, 1.100)  0.159
C (1.111, -0.881, -0.876)  -0.028



# C17H22O5

C17H22O5 in the gas phase at a distorted geometry (the ωB97M-V functional and the def2-TZVPD basis, the Open Molecules 2025 dataset).

Computed properties:
**Structure (SMILES)**: C=C(C)C(=O)OCCCCCCOc1ccc(C(=O)O)cc1
**E_HOMO**: -8.5 eV
**Net charge**: 0

Last column: Löwdin charge in e.
Cartesian coordinates (Å):
H (-0.834, -2.723, 1.378)  0.017
H (-1.287, -1.520, -1.910)  0.032
C (3.559, -1.589, -0.553)  -0.186
C (3.622, 0.414, 1.007)  -0.310
C (-1.558, 1.468, -0.404)  -0.250
H (5.283, -0.003, -0.172)  0.184
H (1.576, 1.021, -0.620)  0.029
H (0.110, -1.904, -2.337)  -0.045
H (4.527, 0.672, 1.788)  0.162
H (3.056, -0.522, 1.609)  0.170
C (-2.861, 0.127, 1.237)  -0.060
O (-5.858, -0.776, -0.515)  0.161
H (3.782, -2.191, 0.479)  0.177
C (0.110, -1.911, -0.470)  -0.153
H (3.861, 0.516, -1.016)  0.166
H (1.152, 3.611, -0.217)  0.141
O (1.764, -2.403, 1.059)  0.066
C (1.493, 1.324, 0.285)  -0.165
C (4.064, -0.249, -0.061)  -0.331
C (0.500, 2.807, 0.259)  0.001
H (0.958, 0.515, 0.861)  0.123
H (-2.281, 1.934, -2.266)  0.138
H (3.284, 2.406, 0.378)  0.114
C (-0.324, -1.347, -1.829)  0.005
C (1.527, -1.859, -0.022)  -0.556
C (-1.816, 1.012, 1.041)  0.042
H (0.228, 2.709, 1.240)  0.045
H (-4.371, 0.682, -2.094)  0.127
H (4.137, -1.855, -1.683)  0.205
H (-3.089, -0.122, 2.266)  0.124
O (-0.641, 2.533, -0.742)  -0.113
C (2.712, 1.667, 0.928)  -0.248
C (-3.907, 0.044, 0.305)  -0.103
C (-5.048, -0.780, 0.376)  -0.555
H (-0.970, 1.318, 1.698)  0.104
H (2.557, 2.111, 1.981)  0.151
H (-2.082, -2.462, 0.122)  0.115
O (-5.324, -1.242, 1.671)  -0.095
C (-3.653, 0.653, -1.198)  0.118
O (2.248, -1.657, -1.066)  0.043
H (-6.659, -1.408, -0.141)  0.253
H (-0.094, -0.229, -1.840)  0.123
C (-0.941, -2.322, 0.450)  0.133
C (-2.511, 1.532, -1.261)  -0.098



# C32H42N6OPPdS2

A molecular structure, C32H42N6OPPdS2 (the ωB97M-V functional and the def2-TZVPD basis, the Open Molecules 2025 dataset).

Computed properties:
**E_HOMO**: -3.3 eV
**Net charge**: -1

Last column: Löwdin charge in e.
Cartesian coordinates (Å):
C (1.659, 0.307, 3.474)  -0.504
C (-1.629, 2.493, 1.431)  -0.680
C (-0.605, -2.535, 0.983)  -0.725
N (-2.681, 3.406, 1.374)  0.132
H (-3.443, 3.249, 2.013)  0.080
S (1.784, 1.250, 4.972)  1.076
H (-2.353, 4.358, 1.349)  0.088
H (0.457, -0.052, -5.162)  0.081
N (0.568, -2.205, 0.429)  0.080
H (-1.008, -1.521, -1.881)  0.059
C (-1.624, -0.556, 4.494)  -0.031
H (6.144, 0.216, 0.619)  0.086
H (3.042, 2.053, -2.805)  0.074
C (0.914, 2.532, -2.920)  -0.682
H (4.027, 0.498, -0.527)  0.057
C (-2.519, -3.577, 2.013)  -0.669
H (-1.938, 2.088, -4.071)  0.061
H (-0.938, -1.520, -3.650)  0.067
H (1.380, -2.705, 0.750)  0.085
C (5.269, 0.065, 2.577)  -0.128
C (-4.392, -5.197, 1.611)  -0.109
H (-1.297, 0.519, 1.586)  0.042
H (1.671, 2.039, -4.902)  0.068
H (-2.258, 2.020, -1.534)  0.065
H (-2.936, 0.644, -4.194)  0.080
H (-3.074, -5.157, 3.326)  0.096
C (5.225, 0.219, 1.196)  -0.125
N (0.519, -0.270, 3.303)  0.121
C (-1.906, 0.998, -4.073)  -0.101
C (-1.355, 0.439, -2.761)  -0.669
H (0.757, -1.171, 0.266)  -0.006
C (-1.853, 0.576, 6.621)  -0.115
N (-1.684, -1.793, 0.963)  -0.007
S (-0.869, -4.078, 1.777)  1.043
C (2.338, 2.788, -2.406)  -0.123
C (-0.336, -0.034, 4.367)  -0.314
H (-0.069, 3.450, -1.211)  0.054
H (2.632, -0.762, -1.563)  0.047
C (4.078, 0.090, 3.277)  -0.111
H (2.665, 3.783, -2.731)  0.078
H (-3.371, -0.648, 5.715)  0.093
C (2.498, -0.947, -2.625)  -0.105
H (-4.893, -4.488, 0.953)  0.073
C (-1.446, -1.092, -2.784)  -0.103
C (3.341, -1.807, -3.318)  -0.086
H (-2.499, -1.391, -2.818)  0.083
H (3.792, -2.713, -5.214)  0.092
H (-1.350, 0.671, -4.952)  0.055
C (3.141, -2.039, -4.670)  -0.108
H (2.379, 2.735, -1.316)  0.053
C (0.940, 2.701, -4.440)  -0.098
H (-3.758, -5.838, 0.995)  0.070
C (2.753, 0.400, 1.206)  -0.178
C (-0.015, 3.578, -2.296)  -0.105
C (-0.576, 1.096, 6.515)  -0.110
H (-1.928, 0.508, -0.675)  0.030
H (-4.200, -3.809, 3.257)  0.106
H (-5.147, -5.822, 2.091)  0.064
H (-3.287, 0.603, -1.808)  0.083
C (1.448, -0.290, -3.265)  -0.331
H (-0.028, 2.529, -4.908)  0.053
Pd (1.071, 0.797, -0.048)  0.298
H (1.239, 3.730, -4.672)  0.079
C (1.262, -0.536, -4.628)  -0.116
H (0.371, 4.581, -2.510)  0.081
C (2.854, 0.248, 2.609)  -0.288
H (-1.026, 3.520, -2.703)  0.060
C (-2.258, 0.932, -1.622)  -0.126
P (0.423, 0.843, -2.211)  1.015
N (-1.988, 1.229, 1.806)  0.159
H (4.152, -2.298, -2.794)  0.098
C (4.006, 0.377, 0.553)  -0.167
H (-2.025, -1.180, 3.708)  0.084
C (-2.369, -0.249, 5.615)  -0.101
C (-3.557, -4.448, 2.650)  -0.262
N (-2.762, -2.406, 1.543)  -0.010
H (-0.170, 1.731, 7.292)  0.098
C (0.175, 0.783, 5.386)  -0.484
O (-0.488, 2.805, 1.157)  -0.013
C (2.093, -1.402, -5.323)  -0.097
H (-2.931, 0.932, 1.611)  0.096
H (1.923, -1.578, -6.379)  0.094
H (4.094, -0.037, 4.355)  0.076
H (6.210, -0.071, 3.097)  0.085
H (-2.456, 0.808, 7.490)  0.091



# C2H5S

2 unconnected molecules or ions with the total composition C2H5S (the ωB97M-V functional and the def2-TZVPD basis, the Open Molecules 2025 dataset).

Computed properties:
**E_HOMO**: -2.4 eV
**Net charge**: -1

Last column: Löwdin charge in e.
Cartesian coordinates (Å):
H (-0.867, 0.182, -2.948)  0.038
C (-0.497, -1.691, -2.047)  -0.100
H (-0.083, -2.264, -1.233)  0.040
H (0.427, -0.220, 2.276)  -0.541
H (-1.011, -2.248, -2.827)  0.030
H (0.138, 0.204, -1.409)  0.022
C (-0.381, -0.383, -2.160)  -0.085
S (0.414, 1.049, 1.915)  -0.403



# C17H44ClNO14PS4

5 unconnected molecules or ions with the total composition C17H44ClNO14PS4 (the ωB97M-V functional and the def2-TZVPD basis, the Open Molecules 2025 dataset).

Computed properties:
**E_HOMO**: -12.2 eV
**Net charge**: +1

Last column: Löwdin charge in e.
Cartesian coordinates (Å):
O (-4.962, -2.847, -6.469)  -0.267
H (-2.978, -6.445, -4.803)  0.085
H (-4.478, -1.354, -4.155)  0.043
C (-4.787, -5.282, -4.875)  -0.241
H (-0.433, -1.436, 0.952)  0.049
H (5.983, -2.881, -2.019)  0.124
C (5.040, -2.358, -2.155)  -0.231
H (0.688, 1.981, -0.412)  0.073
H (-4.343, -7.231, -5.610)  0.084
H (9.222, 2.716, 0.152)  0.111
H (-5.013, 0.757, 7.286)  0.127
O (-6.415, 2.193, 3.615)  -0.254
O (3.085, -1.136, -0.303)  -0.303
O (-0.276, 1.905, -0.337)  -0.320
C (4.789, 0.825, 0.093)  -0.131
O (7.177, 2.126, 1.452)  -0.294
P (-0.779, 0.969, 0.931)  0.928
H (5.216, 0.253, 0.911)  0.075
H (-1.685, 0.046, -1.909)  0.140
H (-5.224, -0.038, 0.974)  0.099
H (10.270, 4.971, -0.320)  0.085
H (-3.444, -5.950, -6.434)  0.076
H (4.034, 1.518, 0.455)  0.076
O (-3.735, 0.299, -1.963)  -0.139
O (7.342, 4.212, 2.737)  -0.267
S (3.988, -0.271, -1.016)  0.555
C (7.855, 1.978, 3.984)  -0.118
H (-3.249, -0.791, -5.323)  0.084
C (-6.510, -0.404, 3.318)  -0.107
C (-5.044, 1.422, 6.428)  -0.209
C (-2.383, 0.406, 0.100)  -0.369
Cl (-6.224, -0.319, -1.898)  0.752
H (-5.600, -5.037, -5.558)  0.112
C (-3.546, -1.597, -4.655)  -0.129
C (9.794, 4.756, 0.637)  -0.068
S (-5.666, 1.019, 3.927)  0.566
C (9.828, 3.264, 0.873)  -0.233
H (-4.028, 1.554, 6.055)  0.116
H (-5.216, -5.639, -3.942)  0.120
H (-2.256, 1.675, -1.612)  0.128
H (10.337, 5.280, 1.422)  0.088
O (5.253, -1.098, -1.450)  -0.256
C (-4.671, -0.232, -1.074)  -0.730
H (1.039, -0.567, 1.371)  0.037
O (-4.274, 1.012, 3.518)  -0.312
H (8.774, 5.136, 0.611)  0.075
H (-2.753, -1.815, -3.945)  0.069
O (-5.791, 0.636, 5.433)  -0.255
C (-4.863, 0.614, 0.188)  -0.117
O (-2.560, -3.378, -6.280)  -0.268
H (-5.205, 3.196, 7.585)  0.090
H (4.260, -2.911, -1.632)  0.112
H (8.249, 0.985, 3.784)  0.077
H (-5.704, 3.417, 5.903)  0.076
H (0.531, -0.665, -0.322)  0.045
H (-3.456, 2.141, 0.312)  0.183
H (-6.762, 2.563, 7.033)  0.091
C (4.718, -2.152, -3.617)  -0.067
C (-5.724, 2.730, 6.747)  -0.063
N (-3.554, 1.185, 0.659)  0.064
O (-4.129, -4.038, -4.491)  -0.273
O (3.449, 0.459, -2.125)  -0.282
H (-3.552, 1.244, 1.690)  0.112
C (0.179, -0.566, 0.705)  -0.265
H (6.828, 1.927, 4.337)  0.077
H (-5.566, 1.428, 0.035)  0.137
H (-7.487, -0.428, 3.794)  0.088
O (9.374, 2.905, 2.213)  -0.261
S (-3.795, -3.018, -5.660)  0.558
H (3.747, -1.681, -3.754)  0.073
H (-5.935, -1.293, 3.563)  0.086
H (10.841, 2.873, 0.841)  0.124
H (8.475, 2.514, 4.697)  0.079
S (7.823, 2.891, 2.484)  0.561
H (5.567, 1.365, -0.439)  0.072
H (4.710, -3.121, -4.116)  0.085
H (-6.645, -0.293, 2.248)  0.052
H (5.474, -1.525, -4.089)  0.088
H (-2.554, -0.631, 0.387)  0.127
H (-4.410, -1.259, -0.811)  0.119
C (-3.824, -6.283, -5.470)  -0.069
C (-2.453, 0.625, -1.398)  -0.154



# C3H8ClN3

A gas-phase ion, C3H8ClN3 (charge +2) at a distorted geometry (the ωB97M-V functional and the def2-TZVPD basis, the Open Molecules 2025 dataset).

Computed properties:
**Structure (SMILES)**: CC(=[NH2+])/[NH+]=C(/N)Cl
**E_HOMO**: -21.0 eV
**Net charge**: +2

Last column: Löwdin charge in e.
Cartesian coordinates (Å):
H (-2.174, -2.336, -0.987)  0.209
H (1.892, 0.451, -1.136)  0.126
N (0.037, 1.864, 0.295)  0.285
H (-0.298, -1.348, -0.110)  0.169
Cl (-2.958, 0.915, 0.247)  0.999
C (1.757, 0.305, -0.060)  0.039
C (-2.023, -0.394, -0.197)  -0.674
H (-0.926, 2.196, 0.117)  0.118
H (-3.665, -1.519, -0.502)  0.183
C (0.297, 0.617, 0.071)  -0.249
H (2.557, 0.793, 0.450)  0.106
N (-2.616, -1.511, -0.488)  0.212
H (0.836, 2.421, 0.385)  0.147
H (2.098, -0.855, -0.014)  0.173
N (-0.635, -0.408, -0.138)  0.159



# C2H12N2O3

4 unconnected molecules or ions with the total composition C2H12N2O3 at a distorted geometry (the ωB97M-V functional and the def2-TZVPD basis, the Open Molecules 2025 dataset).

Computed properties:
**Structure (SMILES)**: N/C=C/N.O.O.O
**E_HOMO**: -7.2 eV
**Net charge**: 0

Last column: Löwdin charge in e.
Cartesian coordinates (Å):
H (-3.733, -1.768, 0.013)  0.035
H (-0.268, -1.615, 0.464)  0.077
H (-3.410, 2.195, -0.177)  0.040
H (1.972, -0.009, -0.584)  0.095
H (-2.624, -0.747, -0.275)  -0.002
N (-0.771, -0.767, 0.709)  -0.017
O (-2.865, 1.870, 0.544)  -0.071
O (-3.591, -0.840, -0.199)  -0.090
H (4.467, -1.719, -1.946)  0.030
N (1.787, 1.715, 0.483)  0.056
H (1.119, 2.343, 0.908)  0.090
H (-0.700, 1.239, -0.118)  0.062
C (1.228, 0.559, -0.034)  -0.220
H (-0.728, -0.731, 1.715)  0.077
H (-3.248, 1.028, 0.820)  0.010
H (2.521, 2.085, -0.115)  0.084
O (4.457, -2.111, -1.067)  -0.068
H (4.512, -3.068, -1.205)  0.038
C (-0.126, 0.342, 0.064)  -0.225



no.,total energy (Ha)
1,-738.232679
2,-325.841990
3,-1036.704333
4,-2914.079905
5,-477.381972
6,-4176.282292
7,-742.902435
8,-418.551730